Formula: C19H61O24P5
Source: the OMol25 dataset
Level of theory: wB97M-V/def2-TZVPD

Output
SMILES: COP(=O)(OC)OC.COP(=O)(OC)OC.COP(=O)(OC)OC.COP(=O)(OC)OC.COP(=O)(OC)OC.CO.CO.CO.CO
HOMO energy, eV: -9.32
Kohn-Sham gap, hartree: 0.3402
Molar mass, g mol⁻¹: 828.54
ΔE to the lowest compared entry with this formula, charge and spin, kJ/mol: 0.0
Spin multiplicity: 1

Each line ends with the Löwdin charge.
Element x y z (Å)
C 1.164 -6.541 0.839  -0.089
O 0.872 -5.894 2.096  -0.225
P 1.901 -4.802 2.642  0.325
O 3.255 -4.922 2.135  -0.202
O 1.181 -3.416 2.363  -0.216
C 0.705 -3.061 1.069  -0.073
O 1.769 -4.927 4.196  -0.205
C 0.483 -5.071 4.814  -0.078
H 1.409 -7.579 1.047  0.091
H 1.980 -6.062 0.305  0.083
H 0.260 -6.502 0.231  0.086
H 0.509 -3.933 0.446  0.083
H 1.428 -2.410 0.578  0.090
H -0.207 -2.475 1.195  0.061
H 0.362 -6.097 5.152  0.093
H -0.332 -4.813 4.139  0.082
H 0.440 -4.398 5.669  0.090
C 0.170 5.212 -6.736  -0.079
O -0.392 4.807 -5.480  -0.231
P -0.657 3.259 -5.244  0.305
O 0.495 2.393 -5.397  -0.196
O -1.850 2.888 -6.204  -0.211
C -2.966 3.763 -6.323  -0.092
O -1.350 3.240 -3.826  -0.209
C -0.717 3.896 -2.723  -0.071
H 0.211 4.381 -7.445  0.091
H 1.190 5.551 -6.575  0.093
H -0.452 6.004 -7.144  0.089
H -2.949 4.235 -7.307  0.094
H -2.995 4.537 -5.556  0.089
H -3.885 3.182 -6.237  0.084
H -1.467 4.463 -2.168  0.091
H 0.022 4.633 -3.039  0.088
H -0.248 3.158 -2.075  0.076
C -1.507 -0.199 -4.422  -0.080
O -2.440 -1.148 -4.964  -0.205
P -2.192 -1.746 -6.406  0.305
O -3.086 -2.855 -6.708  -0.220
O -0.655 -2.047 -6.504  -0.203
C -0.118 -3.229 -5.912  -0.084
O -2.237 -0.506 -7.382  -0.198
C -3.485 0.173 -7.512  -0.090
H -2.075 0.609 -3.964  0.088
H -0.853 0.236 -5.175  0.072
H -0.910 -0.689 -3.657  0.075
H 0.596 -2.939 -5.140  0.088
H 0.429 -3.785 -6.670  0.090
H -0.904 -3.864 -5.503  0.085
H -4.305 -0.531 -7.654  0.090
H -3.406 0.844 -8.362  0.092
H -3.674 0.774 -6.618  0.074
C 4.127 1.735 6.058  -0.090
O 3.486 1.280 4.872  -0.229
P 3.871 -0.124 4.259  0.307
O 5.173 -0.205 3.636  -0.197
O 3.618 -1.050 5.528  -0.213
C 3.845 -2.455 5.410  -0.079
O 2.692 -0.453 3.278  -0.204
C 1.327 -0.229 3.626  -0.075
H 5.053 1.194 6.261  0.092
H 3.471 1.612 6.920  0.092
H 4.371 2.790 5.945  0.087
H 2.952 -3.010 5.697  0.076
H 4.661 -2.764 6.063  0.093
H 4.110 -2.768 4.396  0.089
H 0.988 0.712 3.186  0.076
H 1.193 -0.166 4.705  0.100
H 0.723 -1.014 3.183  0.062
C -2.447 -0.992 3.246  -0.096
O -2.098 0.387 3.279  -0.224
P -2.587 1.321 4.478  0.313
O -2.721 0.635 5.749  -0.205
O -1.529 2.459 4.467  -0.184
C -1.368 3.311 3.327  -0.072
O -3.875 2.046 3.908  -0.208
C -5.092 1.301 3.801  -0.080
H -2.638 -1.383 4.244  0.091
H -1.593 -1.550 2.848  0.065
H -3.283 -1.153 2.564  0.081
H -0.322 3.599 3.256  0.091
H -1.975 4.208 3.455  0.095
H -1.676 2.821 2.404  0.065
H -5.855 1.734 4.439  0.093
H -4.941 0.252 4.059  0.080
H -5.417 1.338 2.760  0.092
C -0.143 1.242 0.456  -0.133
O 0.143 0.928 -0.890  -0.137
H -1.168 1.602 0.596  0.076
H 0.031 0.389 1.124  0.068
H 0.542 2.035 0.759  0.081
H -0.434 0.200 -1.162  0.047
C 3.450 0.104 -0.188  -0.153
O 2.897 1.123 -1.007  -0.131
H 3.048 -0.868 -0.496  0.068
H 4.532 0.090 -0.281  0.082
H 3.185 0.252 0.865  0.051
H 1.948 0.948 -1.051  0.015
C -2.732 -1.681 -0.495  -0.117
O -1.550 -1.316 -1.199  -0.133
H -2.509 -2.228 0.424  0.062
H -3.250 -0.759 -0.232  0.088
H -3.421 -2.243 -1.129  0.089
H -1.066 -2.122 -1.399  0.091
C 3.455 3.216 2.258  -0.154
O 3.656 4.489 1.662  -0.110
H 2.424 2.900 2.091  0.062
H 4.081 2.441 1.803  0.081
H 3.620 3.229 3.335  0.063
H 4.505 4.815 1.969  0.073